# 1
Below is a structure of composition C18H44HfNO2P2Si2 at a distorted geometry, with properties calculated with wB97M-V/def2-TZVPD.

Computed properties:
HOMO-LUMO gap ... 7.72 eV
HOMO energy ... -11.227 eV
Calculated total energy ... -60600.3384 eV
Total charge ... +1

Each line ends with the Mulliken charge.
Positions of all 70 atoms, in Å:
C  -0.78  0.81  -4.06  -0.8780
C  -0.78  0.31  -2.76  0.6151
N  0.09  0.79  -1.83  0.1294
C  0.86  1.86  -2.12  0.6653
C  0.83  2.44  -3.39  -0.8315
C  0.03  1.89  -4.39  -0.6032
C  -1.72  -0.82  -2.43  -1.2240
P  -2.16  -0.94  -0.64  0.9654
Hf  0.08  -0.13  0.43  0.5174
P  2.19  1.36  0.34  0.7806
C  1.77  2.48  -1.07  -1.3428
O  -0.65  -3.34  -3.06  -0.7089
O  0.49  -3.87  -0.69  -0.7784
H  -1.43  0.33  -4.79  0.5207
H  1.48  3.30  -3.56  0.5030
H  0.04  2.30  -5.40  0.4301
C  -3.64  0.12  -0.59  -1.4992
C  -2.82  -2.63  -0.44  -1.2409
H  2.73  2.78  -1.54  0.5507
H  1.32  3.40  -0.65  0.3880
H  -1.28  -1.81  -2.78  0.3202
H  -2.66  -0.69  -2.99  0.5490
C  2.57  2.46  1.73  -1.0829
C  3.76  0.67  -0.26  -1.3305
H  0.85  -2.97  -0.45  0.2555
H  0.15  -4.22  0.15  0.3059
H  -0.21  -3.59  -2.20  0.4319
H  0.04  -3.37  -3.74  0.3095
H  -0.72  1.39  0.55  -0.1439
H  1.08  -1.51  0.00  -0.2138
H  -4.44  -0.31  -1.21  0.4662
H  -3.99  0.22  0.45  0.3959
H  -3.39  1.12  -0.96  0.3919
H  -3.66  -2.80  -1.13  0.4486
H  -2.03  -3.36  -0.64  0.2859
H  -3.16  -2.74  0.60  0.4467
H  4.52  1.45  -0.33  0.4267
H  4.08  -0.12  0.43  0.3775
H  3.60  0.22  -1.25  0.3884
H  3.43  3.10  1.49  0.5273
H  1.69  3.07  1.97  0.3162
H  2.81  1.84  2.61  0.2551
C  0.17  1.37  4.71  -0.9846
Si  -1.05  0.52  3.55  0.2044
C  -2.38  -0.34  4.58  -1.1451
C  -1.93  1.95  2.69  -0.9654
C  -0.25  -0.85  2.55  0.0893
Si  1.17  -1.77  3.37  -0.1811
C  0.56  -2.40  5.04  -1.1041
C  1.73  -3.26  2.37  -0.9520
C  2.74  -0.77  3.64  -0.7938
H  -0.40  2.06  5.35  0.3987
H  0.90  1.97  4.15  0.2158
H  0.71  0.67  5.36  0.3131
H  -2.87  0.40  5.23  0.3439
H  -3.14  -0.77  3.91  0.2963
H  -1.97  -1.14  5.20  0.3033
H  -1.22  2.65  2.23  0.2425
H  -2.65  1.61  1.93  0.1905
H  -2.49  2.52  3.45  0.4261
H  -1.05  -1.63  2.40  0.2050
H  -0.34  -3.02  4.91  0.3142
H  1.34  -3.02  5.50  0.3803
H  0.32  -1.58  5.73  0.3332
H  2.06  -2.96  1.37  0.3444
H  2.58  -3.75  2.88  0.3830
H  0.91  -3.99  2.28  0.1615
H  3.21  -0.48  2.69  0.0707
H  2.57  0.14  4.23  0.3500
H  3.46  -1.39  4.19  0.4741


# 2
Below is a cluster of 3 separate species, C18H44NO2S in total, with properties calculated with wB97M-V/def2-TZVPD.

Computed properties:
HOMO-LUMO gap ... 10.51 eV
HOMO energy ... -13.379 eV
Calculated total energy ... -35793.1321 eV
Total charge ... +1

Each line ends with the Mulliken charge.
Positions of all 66 atoms, in Å:
C  3.90  0.95  2.55  -1.3889
C  2.86  2.04  2.77  -0.2723
C  2.27  2.52  1.43  -0.6194
C  0.82  3.01  1.44  0.2031
C  0.38  3.76  2.69  -1.6219
N  -0.14  1.86  1.10  -0.2068
C  -0.08  0.62  1.91  -0.5369
S  -1.11  0.80  3.39  1.0156
O  -2.16  1.69  2.97  -0.5739
O  -0.33  1.07  4.55  -0.5939
H  4.47  0.75  3.46  0.4023
H  4.61  1.21  1.76  0.3416
H  3.42  0.00  2.26  0.2988
H  2.08  1.65  3.42  0.1777
H  3.31  2.88  3.30  0.4411
H  2.86  3.36  1.06  0.5797
H  2.38  1.71  0.70  0.0087
H  0.68  3.68  0.60  0.5319
H  0.68  3.26  3.61  0.3687
H  0.83  4.75  2.65  0.4390
H  -0.70  3.89  2.72  0.4346
H  0.07  1.58  0.13  0.2228
H  -1.10  2.21  1.12  0.4554
H  0.94  0.33  2.16  0.1093
H  -0.56  -0.19  1.34  0.4683
H  -1.60  -0.45  3.48  0.2270
C  -6.65  -2.90  0.45  -1.2195
C  -6.28  -1.68  -0.38  -0.3593
C  -5.00  -1.86  -1.20  -0.7607
C  -3.74  -2.13  -0.37  -0.9892
C  -3.43  -1.06  0.68  -0.0574
C  -3.18  0.31  0.06  -0.6386
H  -5.89  -3.14  1.19  0.2772
H  -7.58  -2.74  0.99  0.3842
H  -6.78  -3.78  -0.19  0.3075
H  -6.19  -0.81  0.27  0.2416
H  -7.10  -1.45  -1.07  0.4029
H  -4.85  -0.98  -1.83  0.3141
H  -5.14  -2.69  -1.89  0.4109
H  -2.89  -2.22  -1.05  0.3316
H  -3.84  -3.10  0.13  0.3959
H  -2.54  -1.38  1.24  0.0242
H  -4.24  -0.99  1.41  0.3584
H  -2.35  0.26  -0.66  0.0244
H  -2.95  1.05  0.83  0.0822
H  -4.04  0.68  -0.49  0.5378
C  1.14  0.20  -2.53  -1.0761
C  2.18  -0.62  -1.76  -0.0952
C  3.62  -0.16  -1.99  -0.5532
C  4.12  -0.29  -3.43  -0.9469
C  4.03  -1.70  -4.01  -0.3922
C  4.86  -2.73  -3.25  -1.1945
H  1.27  0.12  -3.61  0.4333
H  0.13  -0.15  -2.31  0.2155
H  1.21  1.26  -2.28  0.1647
H  2.07  -1.67  -2.01  0.4534
H  1.96  -0.54  -0.68  -0.0086
H  4.27  -0.73  -1.33  0.4432
H  3.71  0.88  -1.68  0.2336
H  5.15  0.05  -3.46  0.4389
H  3.56  0.40  -4.08  0.3209
H  4.37  -1.66  -5.05  0.3956
H  2.99  -2.03  -4.05  0.2289
H  5.92  -2.43  -3.23  0.3024
H  4.80  -3.71  -3.72  0.3839
H  4.53  -2.84  -2.22  0.2727


# 3
Below is a structure of composition C18H45N2O3SbSi3Sn, with properties calculated with wB97M-V/def2-TZVPD.

Computed properties:
HOMO-LUMO gap ... 8.58 eV
HOMO energy ... -15.297 eV
Calculated total energy ... -64507.3585 eV
Total charge ... +2
Relative energy (zero: lowest compared OMol25 entry of this formula, charge and spin) ... 0.000 eV

Each line ends with the Mulliken charge.
Positions of all 73 atoms, in Å:
Sn  -0.28  0.34  -0.57  -0.0917
C  -3.58  -0.28  -0.14  -1.1506
O  -2.28  0.20  0.30  0.0864
Si  -2.02  1.52  1.45  0.3052
C  -2.98  1.16  2.99  -1.3277
C  -2.66  3.04  0.63  -1.1484
C  -0.15  1.21  1.38  0.7327
Si  0.32  -0.21  2.59  0.1076
C  0.11  0.36  4.35  -1.0735
C  -0.74  -1.72  2.22  -0.8472
C  2.07  -0.80  2.34  -0.3475
Si  0.99  2.76  1.43  0.3084
C  2.65  2.40  2.20  -0.6956
C  1.31  3.32  -0.32  -0.9743
C  0.12  4.07  2.44  -1.1474
H  -4.02  0.42  -0.84  0.3435
H  -4.21  -0.38  0.75  0.3565
H  -3.45  -1.26  -0.60  0.2681
H  -4.04  1.31  2.80  0.4441
H  -2.69  1.88  3.75  0.4184
H  -2.83  0.16  3.39  0.3917
H  -3.66  2.85  0.23  0.4685
H  -2.03  3.39  -0.20  0.2627
H  -2.76  3.86  1.35  0.4319
H  -0.93  0.45  4.66  0.3687
H  0.60  1.32  4.52  0.3312
H  0.59  -0.36  5.02  0.4651
H  -1.82  -1.57  2.30  0.2207
H  -0.47  -2.51  2.92  0.5372
H  -0.54  -2.12  1.21  0.1074
H  2.82  -0.17  2.81  0.4282
H  2.33  -0.87  1.28  -0.5130
H  2.16  -1.80  2.77  0.5182
H  3.23  1.69  1.60  -0.2660
H  2.59  2.03  3.22  0.3692
H  3.20  3.34  2.22  0.5006
H  1.78  2.53  -0.92  0.1297
H  2.03  4.15  -0.32  0.5278
H  0.41  3.67  -0.84  0.2944
H  -0.27  3.68  3.38  0.3330
H  -0.69  4.56  1.90  0.3316
H  0.84  4.86  2.70  0.4701
O  -1.73  0.03  -2.46  -0.2205
N  -1.55  1.20  -2.80  0.1845
O  -0.76  1.83  -2.00  -0.2932
C  1.39  0.06  -4.64  -1.0986
C  2.29  -0.44  -3.52  -0.6537
Sb  1.25  -1.54  -2.03  0.2464
C  -0.17  -2.72  -3.09  -0.6213
C  0.51  -3.79  -3.94  -1.1790
C  2.49  -2.92  -0.99  -0.2868
C  3.71  -3.27  -1.84  -1.3033
H  1.99  0.56  -5.39  0.4498
H  0.66  0.78  -4.29  0.2140
H  0.86  -0.75  -5.14  0.2887
H  2.82  0.35  -3.00  0.4077
H  3.03  -1.15  -3.89  0.6014
H  -0.76  -2.04  -3.70  0.4132
H  -0.83  -3.17  -2.35  0.5292
H  1.21  -3.36  -4.67  0.3271
H  -0.24  -4.33  -4.51  0.4132
H  1.05  -4.52  -3.34  0.3169
H  1.85  -3.79  -0.80  0.6294
H  2.76  -2.48  -0.04  0.2612
H  3.45  -3.71  -2.80  0.3274
H  4.32  -4.00  -1.30  0.4497
H  4.34  -2.39  -2.02  0.2890
C  6.05  0.61  0.20  -1.1812
C  4.69  0.38  -0.26  0.4096
N  3.60  0.21  -0.60  -0.2094
H  6.59  -0.33  0.22  0.3450
H  6.03  1.04  1.19  0.3370
H  6.55  1.30  -0.49  0.3311